The following is a DFT calculation (ωB97M-V/def2-TZVPD) of the ion C5H10IN2O with charge +1.

- Energy above the lowest of the compared OMol25 structures with the same formula, charge and spin: 1.650 eV
- SMILES: C[C@H](N)C(=O)/[N+](C)=C\I
- Charge: +1
- E_HOMO: -0.5161 Ha
- F_max: 5.736 eV/Å

Last column: Löwdin charge in e.
Atoms and positions in Å:
C -1.679 1.348 0.582  -0.03
C -0.219 1.002 0.807  -0.32
N 0.438 1.300 -0.411  0.08
C -0.060 -0.505 1.062  -0.37
O -0.648 -1.049 1.924  0.20
N 0.727 -1.155 0.029  -0.15
C 0.208 -2.213 -0.758  -0.05
C 1.558 -0.323 -0.723  -0.50
I 3.473 0.315 0.089  0.89
H -2.066 0.901 -0.253  0.05
H -1.869 2.519 0.550  0.14
H -2.427 1.104 1.420  0.13
H 0.226 1.482 1.694  0.18
H -0.217 1.406 -1.142  0.12
H 0.979 2.223 -0.350  0.17
H -0.104 -1.951 -1.698  0.07
H 0.735 -3.179 -0.869  0.12
H -0.711 -2.493 -0.149  0.13
H 1.657 -0.732 -1.804  0.13

=====

The following is a DFT calculation (ωB97M-V/def2-TZVPD) of a cluster of 3 separate species, C3H13N3O2 in total.

- Energy above the lowest of the compared OMol25 structures with the same formula, charge and spin: 4.716 eV
- SMILES: [H]/N=C/C.CNO.NO
- E_HOMO: -0.3103 Ha
- F_max: 2.394 eV/Å

Last column: Löwdin charge in e.
Atoms and positions in Å:
H 2.080 -1.286 -0.154  0.07
N 1.227 -1.094 -0.674  0.06
C 1.316 -0.122 -1.495  -0.28
C 0.200 0.193 -2.428  -0.08
H 2.257 0.398 -1.701  0.12
H -0.720 -0.294 -2.117  0.07
H 0.035 1.270 -2.428  0.07
H 0.463 -0.116 -3.440  0.08
C -1.161 -0.835 2.097  -0.09
N -1.080 -0.484 0.692  -0.21
O -2.242 -0.901 -0.014  -0.07
H -2.049 -0.378 2.537  0.08
H -1.201 -1.921 2.252  0.08
H -0.274 -0.419 2.573  0.08
H -0.210 -0.922 0.222  0.07
H -2.211 -1.869 -0.091  0.09
N 1.112 1.706 1.166  -0.06
O 0.168 1.726 0.085  -0.28
H 1.999 2.009 0.757  0.06
H 0.823 2.453 1.800  0.06
H -0.533 0.888 0.361  0.08

=====

The following is a DFT calculation (ωB97M-V/def2-TZVPD) of the ion C3H11N3 with charge +2.

- Energy above the lowest of the compared OMol25 structures with the same formula, charge and spin: 5.157 eV
- SMILES: C[NH2+][N@@+]1(C)CN1
- Charge: +2
- E_HOMO: -0.7641 Ha
- F_max: 5.303 eV/Å

Last column: Löwdin charge in e.
Atoms and positions in Å:
C -2.034 -0.541 0.113  0.01
N -0.755 -0.627 -0.649  0.14
N 0.490 0.185 -0.176  -0.14
C 0.389 1.569 0.014  0.04
C 1.708 -0.744 0.613  0.14
N 1.673 -0.421 -0.695  0.09
H -1.770 -0.844 1.120  0.11
H -2.550 0.461 0.347  0.15
H -2.773 -1.298 -0.238  0.15
H -0.944 -0.155 -1.630  0.27
H -0.539 -1.590 -0.427  0.18
H 0.981 1.915 0.790  0.11
H 0.605 1.999 -0.967  0.14
H -0.599 1.769 0.460  0.13
H 1.391 -1.728 1.011  0.15
H 2.288 -0.059 1.344  0.19
H 2.438 0.108 -1.030  0.16

=====

The following is a DFT calculation (ωB97M-V/def2-TZVPD) of a cluster of 3 separate species, C16H37BrN3O6 in total.

- Charge: +1
- E_HOMO: -0.4026 Ha
- F_max: 3.240 eV/Å

Last column: Löwdin charge in e.
Atoms and positions in Å:
C -1.931 -2.165 3.712  -0.03
N -2.786 -1.105 4.376  -0.08
C -4.264 -1.304 4.141  -0.09
C -4.411 -0.432 2.833  -0.11
N -3.703 0.771 3.365  0.07
C -2.495 0.201 3.832  -0.38
N -1.286 0.724 3.783  -0.30
Br -1.031 2.433 3.052  0.88
H -2.564 -2.874 3.112  0.11
H -1.397 -2.743 4.503  0.10
H -1.223 -1.702 2.973  0.09
H -4.545 -2.374 4.040  0.14
H -4.681 -0.763 5.031  0.14
H -5.440 -0.319 2.421  0.14
H -3.759 -0.793 1.985  0.14
H -3.637 1.561 2.724  0.10
H -0.513 0.171 4.151  0.13
C 1.626 4.626 0.903  -0.11
O 2.156 4.191 -0.331  -0.18
C 1.863 2.843 -0.656  -0.19
C 1.206 2.686 -2.026  -0.17
O -0.063 3.299 -2.216  -0.12
C -0.149 4.721 -2.157  -0.17
C 0.620 5.513 -3.210  -0.19
O 2.023 5.347 -3.102  -0.20
C 2.673 4.956 -4.299  -0.11
H 2.368 4.485 1.693  0.09
H 1.410 5.694 0.826  0.09
H 0.700 4.103 1.162  0.04
H 1.229 2.375 0.106  0.10
H 2.810 2.294 -0.664  0.13
H 1.033 1.615 -2.173  0.11
H 1.891 2.974 -2.825  0.11
H 0.085 5.072 -1.153  0.10
H -1.209 4.948 -2.302  0.13
H 0.409 6.579 -3.062  0.13
H 0.265 5.235 -4.206  0.12
H 2.026 4.349 -4.941  0.09
H 3.547 4.358 -4.035  0.09
H 3.000 5.842 -4.846  0.09
C 0.279 -6.264 0.586  -0.11
O 0.595 -4.884 0.643  -0.21
C 1.984 -4.594 0.604  -0.19
C 2.359 -3.607 -0.500  -0.18
O 2.125 -4.008 -1.845  -0.11
C 0.785 -4.221 -2.275  -0.17
C -0.156 -3.020 -2.259  -0.18
O -0.396 -2.527 -0.948  -0.20
C -0.164 -1.145 -0.777  -0.12
H 0.183 -6.661 1.600  0.09
H -0.685 -6.373 0.085  0.09
H 1.023 -6.840 0.032  0.09
H 2.580 -5.505 0.496  0.12
H 2.253 -4.149 1.568  0.12
H 3.441 -3.454 -0.432  0.13
H 1.921 -2.624 -0.315  0.10
H 0.349 -5.068 -1.748  0.10
H 0.869 -4.542 -3.317  0.13
H -1.124 -3.334 -2.667  0.13
H 0.243 -2.235 -2.909  0.12
H 0.620 -0.768 -1.440  0.08
H 0.155 -0.977 0.256  0.08
H -1.091 -0.594 -0.958  0.09

=====

Total energy: -678.6328; -436.6926; -284.2881; -3821.1034 (Eh)